# 1
Below is the ion H3NO3P2 with charge -2 in a non-equilibrium geometry, with properties calculated with ωB97M-V with the def2-TZVPD basis set.

Computed properties:
orbital gap	6.45	eV
SMILES string	O=P([O-])([O-])NP
net charge	-2

Atoms and positions in Å:
O 1.494 1.606 -0.659
P 1.317 0.242 0.003
O 1.859 0.259 1.433
O 1.598 -1.038 -0.802
N -0.456 0.402 0.293
P -1.797 -0.507 0.004
H -0.363 0.578 1.328
H -2.250 0.131 -1.064
H -1.401 -1.673 -0.538

Need the Löwdin charges? In units of e they are: -0.54 -0.04 -0.53 -0.53 -0.49 0.54 0.00 -0.21 -0.19



# 2
Below is a cluster of 15 separate species, C5H38NO15 in total in a non-equilibrium geometry, with properties calculated with ωB97M-V with the def2-TZVPD basis set.

Computed properties:
orbital gap	8.77	eV
net charge	-1

Atoms and positions in Å:
N 0.121 -1.108 1.229
C 0.247 0.350 1.618
C 0.591 1.091 0.351
C 0.815 0.087 -0.749
C 0.335 -1.303 -0.209
C 1.619 -2.276 -0.414
O 2.162 -2.025 -1.718
H -0.675 -1.625 1.646
H -0.765 0.616 2.032
H 0.921 0.473 2.468
H -0.250 1.858 0.119
H 1.450 1.790 0.522
H 0.247 0.514 -1.580
H 1.931 -0.044 -0.884
H -0.605 -1.598 -0.763
H 2.352 -2.036 0.341
H 1.352 -3.364 -0.467
H 1.376 -2.052 2.409
H 2.712 -1.713 1.983
O 2.282 -1.935 2.833
H -1.941 -4.042 2.074
H -2.347 -3.573 0.688
O -2.122 -3.229 1.587
H -4.644 -2.174 -1.792
H -2.519 -1.292 -2.470
O -3.736 -2.001 -1.537
H 2.352 5.480 -0.006
H 2.560 4.705 1.348
O 1.877 5.128 0.752
H 3.540 0.157 3.760
H 2.845 -0.044 2.426
O 3.540 0.469 2.851
H -0.247 3.832 -1.536
H -1.328 2.682 -1.827
O -0.919 3.504 -2.128
H -3.168 1.798 -1.233
H -2.597 0.586 -0.416
O -2.320 1.511 -0.876
H 0.636 0.048 -2.956
H 1.387 -1.969 -2.298
O 0.631 -0.574 -3.712
H 4.492 0.862 0.017
H 4.834 1.060 1.530
O 5.063 1.336 0.628
H -3.622 2.238 0.606
H -4.655 1.252 0.415
O -4.601 2.248 0.539
H -3.242 -0.745 0.965
H -3.741 -1.249 -0.716
O -3.596 -0.265 0.213
H 3.374 2.763 2.015
H 4.518 3.177 1.127
O 3.835 3.548 1.686
H -3.151 -3.303 -0.913
H -2.099 -4.159 -1.572
O -2.698 -4.204 -0.826
H -0.311 -0.855 -3.730
H -2.128 0.216 -2.500
O -1.967 -0.625 -2.949

Need the Löwdin charges? In units of e they are: -0.06 -0.17 -0.18 -0.14 -0.25 -0.17 -0.12 0.09 0.12 0.08 0.11 0.11 0.08 0.13 0.14 0.08 0.13 0.04 0.01 -0.11 0.04 -0.01 -0.08 0.06 0.01 -0.16 0.02 0.00 -0.11 0.07 0.00 -0.05 0.01 -0.03 -0.07 0.05 0.02 -0.18 0.00 0.05 -0.10 0.05 0.01 -0.06 0.01 0.02 -0.13 0.01 0.02 -0.27 0.03 0.02 -0.06 0.00 0.04 -0.10 0.02 0.02 -0.08



no.,lowest unoccupied orbital energy (eV)
1,7.3183
2,2.2990